A gas-phase ion, C2H4NO3S (charge +1) at a distorted geometry, computed with ωB97M-V/def2-TZVPD.

Output
Orbital gap in eV: 9.3
LUMO energy in Eh: -0.24008
Net charge: +1
ΔE to the lowest compared entry with this formula, charge and spin in eV: 0.484
E_tot in eV: -20593.6671

Element x y z (Å)
1 C -0.62909 0.73871 -0.06960
2 C -1.09193 -0.68354 -0.12805
3 N 1.70680 1.32455 0.62150
4 O 2.76886 1.04782 0.35886
5 O 0.77173 0.56665 -0.37657
6 O 1.15406 -2.04020 0.31917
7 S 0.52820 -1.36559 -0.77884
8 H -1.09678 1.39948 -0.85245
9 H -0.60541 1.20152 0.95248
10 H -1.63950 -1.14595 0.78616
11 H -1.86696 -1.04345 -0.83267